No. 1
Computed, not measured: a 2-piece molecular cluster, C2H6N3O overall in a non-equilibrium geometry, with ωB97M-V with the def2-TZVPD basis set.

Last column: Mulliken charge in e.
Atoms and positions in Å:
C 1.91672 0.66354 0.43085  0.0965
C 0.67366 -0.94664 -0.22973  -0.2142
N 1.88694 -0.61192 0.48276  -0.2849
N 0.06126 0.29660 -0.58472  0.2169
N -2.02944 0.32493 0.01502  -0.6466
O 0.83906 1.21192 -0.21470  -0.1039
H 2.82737 1.38494 0.64402  0.3477
H 0.79569 -1.44218 -1.19035  0.3188
H 0.18962 -1.60862 0.47981  0.3309
H -2.60782 1.16984 0.25523  0.3091
H -2.07910 -0.43423 0.77504  0.3180
H -2.47397 -0.00816 -0.86323  0.3117

Atoms 1-2, force components in eV/Å:
4.0 -0.7 1.3
0.9 0.0 1.8

Summary:
multiplicity	1
net charge	+1
Kohn-Sham gap (spin up / spin down)	8.23 / 8.22	eV
LUMO (spin up / spin down)	-0.2438 / -0.2438	Eh
highest occupied orbital energy (spin up / spin down)	-0.546 / -0.546	hartree

No. 2
Computed, not measured: C2H6N3O2 as an isolated structure in a non-equilibrium geometry, with ωB97M-V with the def2-TZVPD basis set.

Last column: Mulliken charge in e.
Atoms and positions in Å:
C -2.26953 1.03631 0.30707  -0.7055
C -0.82970 -0.37753 -0.85393  -0.2556
N 1.86109 0.80912 0.24424  -0.6511
N -1.69379 0.51293 -0.85983  -0.4560
N 2.53915 -0.05273 0.00389  0.9966
O 2.39915 -1.43562 1.19173  -0.8351
O 3.45438 -0.39276 -0.74037  -0.7137
H -3.26919 0.50808 0.34469  0.2369
H -1.66104 0.90907 1.15873  0.3415
H -2.54504 2.09238 0.32348  0.2443
H -0.36291 -0.42019 -1.82121  0.2708
H 2.71239 -2.26967 0.73581  0.2303
H -0.33495 -0.91939 -0.03430  0.2967

Atoms 1-2, force components in eV/Å:
-2.6 -0.7 0.4
1.6 -0.1 -0.3

Summary:
multiplicity	1
net charge	-1
Kohn-Sham gap	7.90	eV
LUMO	0.1428	Eh
highest occupied orbital energy	-0.148	hartree

No. 3
Computed, not measured: a 2-piece molecular cluster, C2H6N3O2 overall in a non-equilibrium geometry, with ωB97M-V with the def2-TZVPD basis set.

Last column: Mulliken charge in e.
Atoms and positions in Å:
C -1.96144 -0.66417 -0.71849  -0.6950
C 1.60181 0.10437 1.83513  -0.2877
N 0.27667 1.16436 0.10908  -0.7152
N 0.63803 0.86322 1.42886  -0.2953
N 0.89296 0.65313 -0.92859  1.2388
O 1.69483 -0.29334 -0.89449  -0.7031
O 0.61297 1.12488 -2.01456  -0.7207
H -2.72022 -0.84322 0.08406  0.2583
H -1.03381 -0.29101 -0.35370  0.0107
H -1.86393 -1.64351 -1.32759  0.2069
H 2.28852 -0.40072 1.18635  0.2893
H -2.19044 0.16641 -1.38801  0.2100
H 1.76404 0.05960 2.98195  0.2028

Atoms 1-2, force components in eV/Å:
-1.0 -1.7 -1.1
-0.5 0.8 1.2

Summary:
multiplicity	1
net charge	-1
Kohn-Sham gap	8.47	eV
LUMO	0.1586	Eh
highest occupied orbital energy	-0.153	hartree

No. 4
Computed, not measured: an isolated ion of composition C2H6N3O2 and charge +1 in a non-equilibrium geometry, with ωB97M-V with the def2-TZVPD basis set.

Last column: Mulliken charge in e.
Atoms and positions in Å:
N 0.58376 0.08719 -1.25319  -0.2872
C -0.15253 0.42129 0.00671  -0.4857
C -0.40093 -0.44572 1.07023  0.0479
N -0.86496 -0.22443 2.30423  -0.2862
N -0.73202 -1.08026 3.48151  1.1060
O -0.17326 -2.09739 3.30575  -0.5375
O -1.34497 -0.62181 4.40345  -0.5371
H 0.73492 0.90508 -1.76365  0.3512
H 0.04666 -0.56849 -1.81335  0.3863
H 1.58416 -0.34147 -1.23358  0.4087
H -0.58327 1.39688 0.25877  0.3178
H -0.24944 -1.55630 0.93422  0.2964
H -1.40418 0.55696 2.52690  0.2195

Atoms 1-2, force components in eV/Å:
0.7 -2.4 1.6
-1.0 -0.9 3.8

Summary:
multiplicity	1
net charge	+1
Kohn-Sham gap	9.75	eV
LUMO	-0.1559	Eh
SMILES	[NH3+]/C=C/N[N+](=O)[O-]
highest occupied orbital energy	-0.514	hartree

No. 5
Computed, not measured: a 2-piece molecular cluster, C2H6N3O2 overall in a non-equilibrium geometry, with ωB97M-V with the def2-TZVPD basis set.

Last column: Mulliken charge in e.
Atoms and positions in Å:
C -0.18068 -0.03185 0.12087  0.4866
C 1.74575 -2.86495 -1.56983  -0.0652
N -1.12956 0.88476 0.11877  -0.3175
N 0.39328 -0.40254 -1.01671  0.0943
N 0.37770 -0.52225 1.30609  -0.4492
O 1.93983 -3.69037 -2.28804  -0.0660
O -0.19304 0.23456 -2.16439  -0.4282
H -1.58211 0.84673 -0.79036  0.2767
H -1.39011 1.35900 0.93049  0.2165
H 0.86174 -1.31795 -0.98776  0.3846
H 1.34447 -0.76752 1.19986  0.2461
H 0.20831 -0.02283 2.16787  0.2601
H 0.60334 0.28779 -2.71574  0.3612

Atoms 1-2, force components in eV/Å:
1.6 0.7 2.6
0.0 0.2 0.4

Summary:
multiplicity	1
net charge	+1
Kohn-Sham gap	11.79	eV
LUMO	-0.1201	Eh
highest occupied orbital energy	-0.553	hartree

No. 6
Computed, not measured: an isolated ion of composition C2H6N3O2 and charge +1 in a non-equilibrium geometry, with ωB97M-V with the def2-TZVPD basis set.

Last column: Mulliken charge in e.
Atoms and positions in Å:
C 0.29312 -0.91738 -0.87227  -0.7987
N -0.56869 0.31399 -0.48808  0.0515
C -0.54596 0.62178 0.88172  -0.7039
N -1.17408 0.96461 -1.42159  0.8300
O -1.23950 0.78213 -2.60324  -0.5298
N -1.81497 2.22089 -0.85585  0.1744
O -2.40361 2.78442 -1.69345  -0.1834
H -0.45370 -1.60730 -0.59565  0.4429
H 0.40386 -0.84173 -1.93792  0.3310
H 1.20722 -0.98504 -0.26670  0.3170
H -1.50783 0.85640 1.34263  0.3314
H -0.33001 -0.29141 1.30896  0.4116
H 0.30942 1.34314 1.16022  0.3261

Atoms 1-2, force components in eV/Å:
-1.3 2.1 0.0
1.6 -0.9 -3.1

Summary:
multiplicity	1
net charge	+1
Kohn-Sham gap	8.90	eV
LUMO	-0.2606	Eh
SMILES	CN(C)[N+](=O)N=O
highest occupied orbital energy	-0.588	hartree

No. 7
Computed, not measured: a 2-piece molecular cluster, C2H6N3O2 overall in a non-equilibrium geometry, with ωB97M-V with the def2-TZVPD basis set.

Last column: Mulliken charge in e.
Atoms and positions in Å:
C 1.24954 1.54840 -1.12282  -0.3267
C -1.35978 -3.09577 0.62193  0.1519
N -0.90809 -0.75983 0.71485  -0.2919
N 1.21169 2.82318 -0.97038  -0.0097
N -0.60848 -1.91647 1.00796  0.3447
O -1.12595 -4.19480 0.98389  -0.2621
O 0.73142 3.59712 0.06736  -0.3953
H 1.84051 1.21082 -1.93237  0.1881
H -2.18896 -2.97988 -0.20093  0.3009
H -1.69830 -0.65655 0.13027  0.2817
H 1.65751 3.37550 -1.71412  0.2741
H 0.89465 3.02806 0.82982  0.3599
H 0.30424 -1.97979 1.58455  0.3845

Atoms 1-2, force components in eV/Å:
-1.6 0.4 3.2
-2.3 -2.4 -2.7

Summary:
multiplicity	1
net charge	+1
Kohn-Sham gap (spin up / spin down)	4.58 / 4.66	eV
LUMO (spin up / spin down)	-0.2741 / -0.2729	Eh
highest occupied orbital energy (spin up / spin down)	-0.443 / -0.444	hartree

No. 8
Computed, not measured: a 2-piece molecular cluster, C2H6N3O2 overall in a non-equilibrium geometry, with ωB97M-V with the def2-TZVPD basis set.

Last column: Mulliken charge in e.
Atoms and positions in Å:
C -0.04464 0.61063 -0.07197  0.5199
C 1.11679 -1.50555 -0.05507  -0.7636
N 0.20964 1.92592 0.06848  -0.3745
N -3.59488 0.07409 0.44909  0.6670
N 0.98887 -0.18514 -0.57561  -0.2447
O -1.16192 0.14955 0.15761  -0.5741
O -3.62938 -0.97089 0.11859  0.2184
H 1.29531 -1.32078 1.12449  0.2798
H 2.19245 -1.93287 -0.43766  0.2689
H 0.22713 -2.07745 -0.18903  0.2672
H -0.57882 2.41371 0.13477  0.2086
H 1.07265 2.47309 -0.21609  0.2382
H 1.90680 0.34568 -0.50761  0.2890

Atoms 1-2, force components in eV/Å:
2.1 -0.2 -1.4
4.1 -0.2 3.0

Summary:
multiplicity	1
net charge	+1
Kohn-Sham gap (spin up / spin down)	5.10 / 5.10	eV
LUMO (spin up / spin down)	-0.3020 / -0.3020	Eh
highest occupied orbital energy (spin up / spin down)	-0.489 / -0.489	hartree

No. 9
Computed, not measured: an isolated ion of composition C2H6N3OS and charge +1 in a non-equilibrium geometry, with ωB97M-V with the def2-TZVPD basis set.

Last column: Mulliken charge in e.
Atoms and positions in Å:
C -0.38964 1.13621 1.43030  0.3227
C -0.10048 0.19816 -0.82253  -0.3634
N -0.64717 1.13772 0.06959  -0.1558
N 0.01750 -0.12020 1.92513  -0.4394
N -0.05703 -1.09556 -0.32677  0.0002
O -0.45549 2.13524 2.05403  -0.4810
S 0.75097 -2.36053 -0.68031  0.2490
H -0.66006 0.15824 -1.77785  0.3838
H 0.95045 0.47138 -1.23270  0.4064
H -0.89093 2.07532 -0.28062  0.2493
H -0.66206 -0.73314 2.38566  0.2522
H 0.55508 0.09784 2.77583  0.3325
H 1.36105 -1.96914 -2.06056  0.2435

Atoms 1-2, force components in eV/Å:
-0.3 -0.8 -0.8
1.7 0.8 -1.9

Summary:
multiplicity	1
net charge	+1
Kohn-Sham gap (spin up / spin down)	6.48 / 6.48	eV
LUMO (spin up / spin down)	-0.2768 / -0.2768	Eh
highest occupied orbital energy (spin up / spin down)	-0.515 / -0.515	hartree

No. 10
Computed, not measured: an isolated ion of composition C2H6N3S and charge +1 in a non-equilibrium geometry, with ωB97M-V with the def2-TZVPD basis set.

Last column: Mulliken charge in e.
Atoms and positions in Å:
C -1.83378 0.62146 -0.12730  -0.1006
C -1.14350 -1.62980 0.15797  -0.2251
N -1.79473 -0.62242 -0.18946  -0.1886
N 0.69385 0.42084 0.34679  -0.4520
N 2.02837 0.66520 -0.13208  -0.2844
S -0.37920 1.56032 -0.12898  0.0884
H -2.70577 1.12650 -0.12352  0.4393
H -0.62468 -1.50064 1.13553  0.2765
H -1.23421 -2.45136 -0.42436  0.3627
H 2.31607 1.66260 -0.04749  0.3796
H 2.10474 0.06010 -0.99889  0.3533
H 2.57284 0.08719 0.53181  0.3509

Atoms 1-2, force components in eV/Å:
3.6 1.3 -0.4
0.8 2.7 3.2

Summary:
multiplicity	1
net charge	+1
Kohn-Sham gap	7.72	eV
LUMO	-0.1701	Eh
highest occupied orbital energy	-0.454	hartree

How do the records compare in energy above the lowest of the compared OMol25 structures with the same formula, charge and spin? In the order shown, they have 571.2; 631.9; 628.5; 439.6; 48.6; 577.0; 642.3; 273.8; 392.0; 430.5 kJ/mol.